The following is a DFT calculation (ωB97M-V with the def2-TZVPD basis set) of C58H35N7O7V as an isolated structure in a non-equilibrium geometry.

Total charge ... -1
Energy relative to the best compared isomer or geometry (same formula, charge and spin) ... 27.1 kcal/mol
Expectation value of S² ... 2.094
Spin multiplicity ... 3

Geometry (Å):
V 0.197 0.003 -0.017
C 2.057 1.665 7.433
C 2.979 1.689 6.393
C 2.622 1.592 5.051
C 1.284 1.365 4.623
C 0.332 1.377 5.691
C 0.728 1.440 7.007
C 0.884 1.152 3.231
C 1.891 0.540 2.354
C 2.942 -0.402 2.688
C 3.835 -0.393 1.625
C 3.256 0.344 0.580
N 1.960 0.740 0.947
C 3.819 0.660 -0.687
C 2.897 0.984 -1.678
C 3.389 1.420 -2.962
C 2.340 1.237 -3.832
C 1.167 0.846 -3.058
C -0.069 0.585 -3.614
C -0.315 0.395 -5.063
C -0.987 -0.722 -5.526
C -1.208 -0.902 -6.928
C -0.545 -0.092 -7.817
C 0.130 1.037 -7.374
C 0.162 1.366 -6.016
C -1.203 0.666 -2.818
N -1.199 1.032 -1.430
C -2.506 1.320 -1.047
C -2.885 2.031 0.124
C -4.285 2.551 0.286
C -5.026 2.254 1.442
C -6.291 2.689 1.484
C -6.945 3.466 0.477
C -6.221 3.822 -0.654
C -4.862 3.394 -0.661
C -1.975 2.203 1.200
C -2.079 3.098 2.320
C -1.094 2.813 3.250
C -0.324 1.751 2.633
N -0.868 1.394 1.444
C -3.370 0.961 -2.127
C -2.599 0.589 -3.198
N 1.498 0.710 -1.743
C 5.247 0.503 -1.012
C 5.807 -0.835 -0.838
C 7.127 -1.086 -0.914
C 8.009 -0.048 -1.306
C 7.520 1.249 -1.600
C 6.100 1.518 -1.478
H 2.326 1.617 8.477
H 4.069 1.773 6.485
H 3.426 1.586 4.245
H -0.753 1.324 5.435
H -0.034 1.345 7.762
H 3.100 -0.758 3.686
H 4.835 -0.846 1.618
H 4.374 1.795 -3.226
H 2.446 1.188 -4.893
H -1.319 -1.434 -4.697
H -1.883 -1.660 -7.317
H -0.676 -0.356 -8.898
H 0.648 1.679 -8.108
H 0.670 2.278 -5.699
H -4.470 1.726 2.214
H -6.873 2.565 2.354
H -7.956 3.673 0.611
H -6.689 4.455 -1.418
H -4.202 3.689 -1.501
H -2.853 3.803 2.537
H -0.974 3.386 4.106
H -4.427 0.942 -2.107
H -2.982 0.427 -4.245
H 5.072 -1.589 -0.672
H 7.628 -2.002 -0.676
H 9.024 -0.244 -1.260
H 8.228 1.965 -1.969
H 5.707 2.543 -1.634
O -3.312 -1.888 -1.044
C -2.297 -1.576 -0.371
O -1.113 -1.379 -0.851
C -2.446 -1.493 1.165
C -3.722 -1.339 1.667
C -3.922 -1.251 3.010
C -2.873 -1.424 3.959
C -1.588 -1.590 3.441
C -1.299 -1.488 2.050
O -0.131 -1.218 1.620
N -0.511 -2.064 4.222
O 0.399 -2.758 3.770
O -0.620 -1.681 5.405
N -5.206 -0.824 3.597
O -5.192 -0.619 4.819
O -6.189 -0.595 2.869
H -4.560 -1.100 0.968
H -3.000 -1.407 5.052
N 1.334 -1.743 -0.338
C 1.090 -2.816 -0.771
C 0.894 -4.104 -1.320
C 1.857 -5.108 -1.261
C 1.526 -6.339 -1.870
C 0.320 -6.512 -2.498
C -0.634 -5.498 -2.588
C -0.324 -4.312 -2.008
H 2.841 -4.955 -0.756
H 2.315 -7.133 -1.767
H 0.191 -7.394 -3.137
H -1.503 -5.663 -3.127
H -1.114 -3.566 -2.005


The following is a DFT calculation (ωB97M-V with the def2-TZVPD basis set) of C6H8O2 as an isolated structure in a non-equilibrium geometry.

Energy relative to the best compared isomer or geometry (same formula, charge and spin) ... 73.4 kcal/mol

Geometry (Å):
C -1.195 -0.388 0.004
C -0.058 -0.151 0.961
C 0.856 -1.319 0.572
C 0.859 -1.229 -0.743
C -0.107 -0.074 -1.011
C 0.352 0.985 0.030
H -2.298 1.176 0.415
H -1.508 -1.427 -0.050
H -0.319 -0.119 2.006
H 1.606 -1.739 1.288
H 1.252 -1.800 -1.533
H -0.232 0.156 -2.067
H -0.386 1.834 0.089
H 1.864 2.219 0.341
O -2.356 0.460 -0.153
O 1.671 1.416 -0.149


The following is a DFT calculation (ωB97M-V with the def2-TZVPD basis set) of C42H31Br2F10MoN5O3 as an isolated structure in a non-equilibrium geometry.

Total charge ... +2
Energy relative to the best compared isomer or geometry (same formula, charge and spin) ... 26.1 kcal/mol

Geometry (Å):
Mo -0.635 -0.906 -1.365
C -2.974 -1.944 0.585
N -2.312 -2.215 -0.710
C -1.794 -3.598 -0.633
C -0.661 -3.786 -1.623
N 0.260 -2.652 -1.491
C 1.573 -3.006 -1.811
C 2.241 -4.131 -1.298
F 1.670 -4.845 -0.319
C 3.491 -4.543 -1.751
F 4.058 -5.608 -1.210
C 4.133 -3.845 -2.774
F 5.294 -4.252 -3.245
C 3.520 -2.699 -3.281
F 4.086 -1.991 -4.246
C 2.290 -2.295 -2.781
F 1.733 -1.173 -3.300
C -3.368 -2.080 -1.754
C -2.790 -1.893 -3.161
N -1.462 -1.329 -3.029
C -0.872 -0.932 -4.233
C -0.399 -1.850 -5.173
F -0.500 -3.155 -4.872
C 0.227 -1.439 -6.344
F 0.698 -2.336 -7.192
C 0.383 -0.075 -6.601
F 0.979 0.326 -7.706
C -0.071 0.862 -5.670
F 0.111 2.153 -5.884
C -0.699 0.423 -4.511
F -1.139 1.294 -3.590
H -3.751 -2.691 0.770
H -2.243 -1.980 1.397
H -3.451 -0.962 0.588
H -1.390 -3.752 0.373
H -2.587 -4.335 -0.803
H -0.179 -4.746 -1.428
H -1.029 -3.812 -2.656
H -4.043 -2.944 -1.717
H -3.947 -1.183 -1.515
H -2.753 -2.833 -3.726
H -3.432 -1.207 -3.728
C 1.501 -2.706 1.776
C 2.217 -1.534 1.209
C 3.454 -1.144 1.763
C 4.064 0.008 1.348
C 3.428 0.815 0.384
C 3.844 2.116 -0.010
Br 5.368 2.907 0.775
C 3.107 2.845 -0.916
C 1.968 2.304 -1.524
Br 0.986 3.352 -2.747
C 1.550 1.010 -1.210
O 0.515 0.360 -1.676
C 2.246 0.289 -0.188
N 1.667 -0.858 0.214
H 1.130 -2.448 2.771
H 2.172 -3.553 1.899
H 0.661 -2.987 1.148
H 3.903 -1.756 2.530
H 5.009 0.321 1.765
H 3.407 3.852 -1.166
C -0.531 3.437 7.169
C 0.039 3.315 5.793
C 1.271 3.889 5.503
C 1.850 3.766 4.251
C 1.172 3.099 3.253
C -0.090 2.570 3.512
N -0.784 1.993 2.418
C -1.860 2.534 1.824
C -2.486 3.689 2.334
C -3.571 4.237 1.708
C -4.096 3.671 0.533
C -3.499 2.572 -0.008
C -2.381 1.966 0.623
C -1.812 0.826 0.000
O -2.190 0.426 -1.156
O -0.895 0.057 0.508
C -0.655 2.629 4.788
C -1.956 1.955 5.097
H 0.089 4.083 7.782
H -0.589 2.463 7.654
H -1.538 3.850 7.140
H 1.789 4.435 6.275
H 2.813 4.209 4.051
H 1.587 3.016 2.257
H -0.336 1.222 1.933
H -2.081 4.150 3.219
H -4.032 5.125 2.111
H -4.960 4.111 0.062
H -3.860 2.134 -0.927
H -2.283 1.318 4.279
H -2.742 2.682 5.297
H -1.848 1.345 5.993


The following is a DFT calculation (ωB97M-V with the def2-TZVPD basis set) of C23H22Cl63F5O3S as an isolated structure in a non-equilibrium geometry.

DFT total energy ... -31004.6228 Eh

Geometry (Å):
O -2.412 -2.286 -4.997
S -2.589 -0.799 -4.973
O -2.654 -0.382 -6.619
O -1.160 -0.065 -4.413
C -1.299 0.502 -3.130
F -0.396 1.591 -3.066
F -2.565 1.029 -2.859
C -0.875 -0.525 -1.956
F 0.532 -0.524 -1.851
F -1.264 -1.826 -2.232
F -1.467 -0.115 -0.757
H -3.585 -0.071 -6.734
C 0.107 -4.910 -0.977
Cl -1.365 -5.222 -0.047
Cl 0.431 -3.173 -1.075
Cl 1.486 -5.759 -0.261
H -0.039 -5.286 -1.989
C 0.325 1.994 2.107
Cl 1.026 0.934 3.339
Cl -0.136 1.069 0.673
Cl -1.070 2.867 2.749
H 1.078 2.724 1.816
C -2.094 4.554 -4.230
Cl -2.124 6.038 -5.188
Cl -3.457 4.513 -3.101
Cl -2.117 3.131 -5.281
H -1.172 4.538 -3.653
C 2.576 -0.383 -3.176
Cl 2.262 0.700 -4.540
Cl 3.440 -1.827 -3.717
Cl 3.489 0.457 -1.913
H 1.621 -0.692 -2.759
C 1.688 4.476 5.072
Cl 0.586 3.325 5.837
Cl 2.219 3.862 3.499
Cl 0.922 6.067 4.896
H 2.562 4.588 5.709
C -5.326 7.828 -2.850
Cl -6.822 7.797 -1.906
Cl -5.679 8.054 -4.568
Cl -4.245 9.100 -2.264
H -4.824 6.871 -2.727
C 0.039 -7.949 -4.050
Cl -0.689 -9.447 -3.454
Cl -0.950 -6.550 -3.610
Cl 1.681 -7.760 -3.420
H 0.096 -8.002 -5.136
C 1.290 -6.933 -8.080
Cl -0.107 -7.734 -7.350
Cl 1.988 -5.781 -6.936
Cl 2.502 -8.119 -8.597
H 0.954 -6.383 -8.956
C 5.919 -6.195 -5.811
Cl 4.708 -7.373 -6.327
Cl 5.140 -4.845 -4.973
Cl 7.129 -6.951 -4.768
H 6.421 -5.807 -6.693
C 2.546 3.209 -0.959
Cl 3.293 2.225 0.308
Cl 1.921 2.182 -2.256
Cl 1.256 4.215 -0.285
H 3.307 3.864 -1.378
C -2.592 5.444 7.810
Cl -2.730 3.684 7.914
Cl -2.697 6.183 9.415
Cl -1.078 5.877 7.008
H -3.416 5.818 7.207
C 2.181 6.650 -5.545
Cl 1.391 5.173 -4.975
Cl 1.240 8.075 -5.087
Cl 3.827 6.760 -4.909
H 2.235 6.610 -6.631
C -5.111 3.236 2.829
Cl -5.334 4.215 1.373
Cl -4.538 1.616 2.404
Cl -3.989 4.033 3.945
H -6.072 3.135 3.329
C -4.178 9.318 1.631
Cl -4.270 7.553 1.659
Cl -4.375 9.978 3.260
Cl -2.645 9.851 0.926
H -4.988 9.693 1.009
C 7.021 -4.098 -1.185
Cl 6.068 -5.518 -0.728
Cl 7.887 -4.393 -2.699
Cl 5.973 -2.680 -1.321
H 7.752 -3.910 -0.403
C -3.871 0.397 6.140
Cl -2.419 1.320 5.738
Cl -5.288 1.107 5.355
Cl -3.676 -1.295 5.663
H -4.021 0.434 7.216
C 4.458 -1.711 2.296
Cl 4.139 -0.646 0.919
Cl 5.346 -3.161 1.798
Cl 5.351 -0.847 3.556
H 3.501 -2.023 2.708
C 4.361 -6.782 2.494
Cl 5.101 -7.757 3.771
Cl 4.145 -7.737 1.021
Cl 2.813 -6.120 3.038
H 5.027 -5.953 2.268
C 4.200 -5.288 6.693
Cl 5.738 -6.126 6.934
Cl 3.311 -5.167 8.219
Cl 4.469 -3.682 6.001
H 3.601 -5.866 5.993
C -0.004 -6.950 9.756
Cl 0.729 -7.908 11.049
Cl -0.204 -7.927 8.295
Cl -1.558 -6.286 10.278
H 0.661 -6.122 9.525
C -9.494 4.963 -1.716
Cl -9.711 6.620 -2.298
Cl -8.040 4.841 -0.718
Cl -10.917 4.430 -0.810
H -9.373 4.311 -2.577